1.
36
Properties=species:S:1:pos:R:3 method="wB97M-V/def2-TZVPD" gap_ev=9.189 relative_energy_ev=0.000 homo_energy_ha=-0.3297 smiles="O=P(O)(O)CP.COC(=O)OC.COC(=O)OC" energy_ev=-44557.5396
H 4.436 0.236 -1.223
H -0.103 0.248 -1.645
H -1.470 -0.350 1.929
H 1.275 4.392 1.181
H -4.283 1.366 3.209
O 1.282 -3.323 -1.785
H 2.455 -4.879 -1.201
H -3.722 -1.310 -0.692
H 3.212 1.063 -2.196
H 2.523 5.647 1.195
H 1.193 -4.446 -0.038
O 0.043 -1.678 -2.426
O -3.492 -2.844 1.482
H 2.752 0.226 -0.679
O 1.648 2.618 -0.749
C 1.926 -4.049 -0.739
H -3.108 1.893 1.291
H -4.095 -3.162 0.806
C 2.747 2.814 -0.308
H -2.261 -0.777 3.499
H 1.733 5.231 -0.333
C 2.094 4.833 0.614
O -5.098 -0.776 1.851
P -2.969 1.492 2.660
O 0.479 -1.903 -0.223
C 0.589 -2.265 -1.363
H -1.125 -0.120 -3.040
H -1.561 -0.774 -1.456
H 2.649 -3.419 -0.221
O 3.131 3.877 0.397
C 3.519 0.819 -1.179
P -3.690 -1.192 1.491
O -3.373 -0.665 -0.077
C -0.728 -0.516 -2.108
O 3.798 2.004 -0.438
C -2.407 -0.313 2.515


2.
28
Properties=species:S:1:pos:R:3 method="wB97M-V/def2-TZVPD" gap_ev="6.828 / 6.807" relative_energy_ev=1.672 homo_energy_ha="-0.2991 / -0.2956" energy_ev=-36959.8868
H 2.925 2.243 -0.711
H -3.171 0.871 0.643
H -0.756 -2.212 1.336
H 2.756 -0.353 -2.167
H 0.063 -2.263 -0.415
C 0.022 -1.831 0.598
H 1.168 0.174 2.601
C 0.080 -0.217 0.669
H -0.409 -0.427 2.757
H 1.132 2.627 -1.421
H 1.060 -0.940 -2.136
H -1.182 -0.958 -1.748
H -2.578 0.192 -1.481
C -1.567 0.078 -1.400
P 1.678 0.262 -0.237
H -1.085 0.688 -2.230
H -2.732 -1.002 0.811
S 3.533 -1.648 0.817
C -1.198 0.438 -0.001
H -2.084 0.177 1.940
P 1.612 2.499 -0.112
C 1.665 -0.084 -2.030
H 0.922 -2.183 1.132
H -0.047 1.288 2.120
C -2.404 0.048 0.882
C 0.186 0.248 2.172
H 1.420 0.751 -2.637
H -1.008 1.533 0.247


3.
27
Properties=species:S:1:pos:R:3 method="wB97M-V/def2-TZVPD" gap_ev=8.799 relative_energy_ev=4.303 homo_energy_ha=-0.3032 energy_ev=-23301.8834
Si -0.889 -2.128 -1.320
C -1.394 -0.194 2.073
C 1.758 0.052 -1.241
H 2.623 0.533 -0.751
C 0.071 -0.001 1.786
H 1.306 -0.630 -3.355
H -0.675 -3.723 -1.690
H -1.677 -1.178 1.828
H 1.540 -2.183 0.647
C 2.149 -0.216 -2.796
H -2.054 -2.126 -0.547
H -1.184 2.838 1.388
H 0.610 -0.621 2.595
H 1.086 1.742 1.109
Si 0.819 -1.212 -0.270
C -1.958 0.736 1.042
C 0.275 1.459 1.658
H -0.657 2.239 0.001
H 2.793 -1.117 -2.681
H 0.318 2.127 2.578
H -2.893 1.179 1.114
H 2.661 0.522 -3.284
H -2.123 0.239 0.092
C -0.995 1.956 0.924
H -1.600 0.165 3.004
H -1.037 -1.533 -2.625
H 1.128 1.072 -1.279


4.
37
Properties=species:S:1:pos:R:3 method="wB97M-V/def2-TZVPD" gap_ev=6.611 relative_energy_ev=0.000 total_charge=-1 homo_energy_ha=-0.1424 energy_ev=-111200.1840
H -1.023 0.451 0.106
H 4.072 1.276 1.474
H 4.432 2.696 0.462
C 2.691 0.910 -4.477
C 1.851 1.721 -3.514
O -0.285 1.750 2.266
O 3.150 1.255 -0.318
H 0.790 1.567 -3.700
H 2.492 -0.155 -4.347
H -1.226 -2.878 2.436
H -3.670 -3.226 2.930
H -4.067 -2.252 1.501
P -1.248 0.458 2.677
C 3.139 1.745 -1.556
C -1.985 -2.771 1.655
O 3.973 2.475 -2.033
Br -3.264 2.315 -0.734
H -2.018 -2.058 -0.333
C 4.287 1.618 0.466
H -3.256 -1.512 2.899
H 2.452 1.187 -5.504
O -2.101 -4.086 1.026
B -1.738 -0.167 0.886
H 3.753 1.085 -4.310
P -3.568 0.325 0.354
H 0.050 1.621 1.369
H -5.135 0.436 1.845
H -0.449 -1.930 0.428
H 0.703 -0.615 2.562
O -4.312 0.909 1.730
C -1.519 -1.775 0.602
O 2.042 1.298 -2.158
H 2.064 2.786 -3.596
H 5.181 1.124 0.088
O -0.069 -0.652 3.139
H -2.872 -4.520 1.395
C -3.318 -2.412 2.285


5.
34
Properties=species:S:1:pos:R:3 method="wB97M-V/def2-TZVPD" gap_ev=7.222 total_charge=-1 homo_energy_ha=-0.1493 energy_ev=-27589.1962
H -2.111 0.528 4.560
H 1.487 -1.069 -0.095
H -0.643 3.359 -2.096
H -1.854 2.457 -3.850
H 0.533 -2.000 2.026
N 0.092 2.779 -2.472
P -0.510 -0.678 3.728
H -2.885 -2.420 0.290
N -1.392 0.627 3.860
B -1.704 -2.711 0.553
H 3.240 0.398 -1.080
H 2.269 0.061 0.991
H 2.246 1.796 -0.864
H 0.287 1.027 1.566
C -0.750 -0.688 0.909
H -1.774 -0.318 1.061
C 2.195 0.716 -1.028
H 2.066 0.970 -3.180
C 1.605 0.365 -2.395
N -1.512 1.520 -3.671
O -0.787 -1.683 -0.071
C 0.191 0.468 0.633
H -0.814 -1.663 4.691
H 0.858 -0.406 3.953
N 0.142 0.409 -2.512
H 0.762 2.637 -1.733
C -0.473 -1.553 2.145
C 1.570 -0.011 0.156
H -0.271 1.147 -0.079
C -0.477 1.569 -2.925
H 1.894 -0.667 -2.581
H -0.235 -0.357 -3.044
O -1.423 -2.561 2.051
H -1.485 -3.858 0.169


6.
32
Properties=species:S:1:pos:R:3 method="wB97M-V/def2-TZVPD" gap_ev=7.344 total_charge=+2 homo_energy_ha=-0.5535 energy_ev=-143498.5108
H 9.509 7.400 10.517
H 15.183 5.480 4.497
C 9.433 7.459 9.434
C 10.502 8.271 8.857
Y 10.300 5.698 6.422
H 5.587 3.357 4.731
H 11.039 3.949 7.655
H 7.277 2.866 4.449
H 6.606 4.182 3.424
H 11.509 7.781 8.873
H 11.822 5.453 8.344
H 10.597 9.331 9.054
Se 10.383 8.540 6.740
C 10.971 4.753 8.443
C 13.281 4.849 5.305
N 12.191 5.095 5.720
Se 9.173 5.363 8.977
H 8.759 4.625 4.340
H 15.253 4.332 6.193
O 8.520 5.069 5.138
H 14.920 3.451 4.538
H 7.851 8.518 6.938
H 8.421 7.657 9.124
C 8.529 8.016 6.281
H 8.337 6.922 6.268
C 6.976 4.783 5.375
H 8.459 8.300 5.289
H 6.446 5.766 5.209
H 6.890 4.585 6.497
H 11.099 4.148 9.394
B 14.823 4.528 5.137
C 6.542 3.687 4.462


7.
31
Properties=species:S:1:pos:R:3 method="wB97M-V/def2-TZVPD" gap_ev=9.759 homo_energy_ha=-0.3304 smiles=COCCN[Si](C)(C)C.ClCCl energy_ev=-44027.8195
C -0.063 -1.691 -1.404
H -5.983 2.781 0.677
C -5.869 1.866 0.106
H 5.891 -0.598 -0.685
H 4.364 -1.365 -0.275
C -1.710 0.833 -0.862
H -2.023 -0.771 1.980
H -1.654 0.771 -1.957
H 0.709 1.439 0.446
C -1.505 -1.416 1.263
H -0.880 -2.174 1.756
O 4.536 0.706 0.107
H 3.437 0.318 1.867
H -0.726 -1.577 -2.273
C 2.169 0.054 0.122
H 3.109 1.807 0.992
H 0.967 -1.629 -1.776
H -6.841 1.500 -0.207
H -1.490 1.863 -0.545
H 2.246 0.269 -0.960
Cl -4.901 2.210 -1.333
C 3.345 0.743 0.855
H -2.253 -1.988 0.687
N 0.856 0.456 0.636
Cl -5.109 0.645 1.135
H -2.739 0.607 -0.571
H -0.214 -2.717 -1.033
H 5.466 -0.880 1.037
Si -0.519 -0.436 -0.049
H 2.306 -1.032 0.218
C 5.078 -0.594 0.046


8.
33
Properties=species:S:1:pos:R:3 method="wB97M-V/def2-TZVPD" gap_ev=10.040 homo_energy_ha=-0.3486 energy_ev=-39614.0469
C 2.279 0.346 0.640
H 2.692 -3.136 -2.881
H -3.856 1.853 0.954
H 1.788 -3.324 -0.648
H 0.304 -3.023 -2.517
C -3.163 1.284 0.334
H -3.452 -1.360 1.560
C 0.443 1.496 -1.633
H 3.288 -1.004 3.702
O -0.704 2.064 -0.989
H -2.014 2.221 -2.580
H 4.238 -0.732 2.236
C 3.384 -0.371 2.819
H -4.670 -0.004 -0.514
H -1.874 0.596 -1.823
C -3.757 -0.096 0.081
H -3.066 -0.735 -0.477
H 3.265 0.096 0.223
H 2.293 1.427 0.820
Si 1.632 -2.670 -1.968
O 1.764 -1.035 -1.815
H -0.140 -0.754 -0.149
O -2.992 2.041 -0.859
H 3.609 0.644 3.152
C 2.135 -0.414 1.954
H 1.843 -1.451 1.782
H 0.227 1.272 -2.686
Si 1.035 -0.031 -0.713
H 1.225 2.264 -1.647
I 0.461 0.334 3.074
H -2.212 1.204 0.870
O -4.098 -0.686 1.329
C -1.905 1.682 -1.632


9.
29
Properties=species:S:1:pos:R:3 method="wB97M-V/def2-TZVPD" gap_ev="6.138 / 6.563" relative_energy_ev=4.704 homo_energy_ha="-0.1955 / -0.2108" energy_ev=-12033.0954
H -2.843 1.006 -1.395
H 0.357 1.204 -2.260
C -2.334 -1.164 1.081
N -0.346 1.554 0.831
C -2.149 -0.520 -0.258
H 2.157 0.071 2.152
H 0.431 -0.957 0.705
N -0.190 1.534 -1.480
H -1.695 -2.040 1.192
H 1.564 -1.616 -1.661
H -2.898 1.292 0.226
H 0.007 -2.345 -1.285
H -0.163 1.039 1.681
C 2.566 0.395 0.050
H 3.877 0.184 1.817
C 0.376 -0.494 -0.270
C 2.922 -0.175 1.398
H 2.578 1.487 0.025
N -3.006 0.579 -0.491
C 0.514 -1.393 -1.462
H 3.161 0.002 -0.774
H -2.136 -1.201 -1.104
H 0.079 -0.961 -2.366
H 2.983 -1.269 1.359
H -2.095 -0.465 1.894
H -3.373 -1.487 1.247
H 0.165 2.428 0.843
C -0.116 0.798 -0.315
H -0.393 2.516 -1.378


10.
32
Properties=species:S:1:pos:R:3 method="wB97M-V/def2-TZVPD" gap_ev="8.991 / 8.963" relative_energy_ev=3.579 total_charge=+1 homo_energy_ha="-0.4378 / -0.4373" energy_ev=-17610.5267
C 0.124 -0.177 0.403
C -2.764 0.578 2.944
H -3.491 -0.115 3.377
H 2.725 0.804 -1.508
N 0.128 2.183 -0.363
N 0.779 -2.821 -0.962
C -2.102 -0.105 1.688
O 1.062 -3.836 -1.615
H -1.224 0.663 -0.989
H 1.361 -3.608 -2.547
H -2.064 0.891 3.737
H -0.811 1.334 1.485
C 1.584 -0.481 0.892
H 1.835 2.115 -2.132
N 0.584 0.349 -1.843
H 1.394 -1.057 1.801
N -0.603 0.331 1.554
C 0.218 -0.723 -2.504
H -0.235 -1.284 0.154
H 1.091 2.351 -0.052
O 0.845 -1.310 -3.363
H 0.100 2.821 -1.097
H -1.901 -1.199 1.951
H 2.304 0.352 0.821
H -3.305 1.455 2.585
H 2.076 0.665 -3.045
H -0.138 0.135 2.374
C -0.150 0.779 -0.672
H 2.102 -1.169 0.231
H -2.687 0.217 0.904
H -0.723 -1.131 -2.094
C 1.886 0.994 -2.114


11.
32
Properties=species:S:1:pos:R:3 method="wB97M-V/def2-TZVPD" gap_ev=9.623 relative_energy_ev=2.075 total_charge=+1 homo_energy_ha=-0.4521 smiles=CCNN1CCO[C@H](S)[C@@]1(N)[NH2+]C energy_ev=-26399.7943
H 2.320 0.099 -2.478
H -2.682 -0.354 -0.744
N -0.210 -0.212 0.358
N 1.279 1.330 1.526
H 3.462 -0.348 3.024
H -1.386 -0.354 -1.907
H -3.285 0.905 -2.801
H 1.894 -2.124 0.588
H -0.598 -2.486 2.618
C 1.176 0.306 0.660
H 2.234 1.565 -0.800
H 2.633 -1.173 -1.159
H 1.139 -0.986 -2.061
C 2.016 -1.226 1.311
N -1.011 0.813 -0.221
C -1.908 0.166 -1.171
H -1.944 1.942 -2.293
H -0.664 -0.091 2.584
H 2.091 1.871 1.559
H -1.589 1.419 0.386
C 1.930 -0.402 -1.645
H 0.522 1.592 2.202
S 3.667 -0.852 1.776
H -1.873 -0.827 1.177
O 1.162 -1.584 2.341
H -3.444 1.896 -1.239
C -2.762 1.279 -1.847
C -0.094 -1.999 1.888
C -0.855 -0.694 1.583
H 0.029 -2.613 1.063
N 1.482 0.801 -0.769
H 0.518 1.306 -1.087


12.
33
Properties=species:S:1:pos:R:3 method="wB97M-V/def2-TZVPD" gap_ev=9.024 relative_energy_ev=0.030 total_charge=+2 homo_energy_ha=-0.6004 smiles="CN(C)C1=N[P@](C)(=[N+](C)C)NC(=[NH2+])N1" energy_ev=-25781.0847
N -0.576 3.050 -1.648
H 3.391 1.954 1.696
C -2.174 -0.071 1.828
H 4.490 1.107 0.634
H -2.062 -3.600 -0.239
N 2.520 0.369 0.622
C 3.493 1.499 0.748
H 2.198 -1.220 1.833
H -3.565 -2.736 -0.778
H 0.231 3.560 -2.044
H -1.724 -1.344 -2.677
H -2.053 1.181 -1.471
N -1.818 -1.564 -0.581
P -1.263 -0.298 0.319
H 3.266 2.227 0.007
C -0.217 1.937 -1.058
H 3.328 -1.525 0.698
H -2.985 -2.582 0.900
H -1.149 -2.808 -2.052
C -2.664 -2.700 -0.112
H -0.115 -1.198 -1.952
H 3.584 -0.487 2.238
N 0.882 1.705 -0.309
N 0.356 -0.423 0.634
H -1.839 0.907 2.215
C -1.148 -1.706 -1.861
N -1.352 0.973 -0.777
H 1.584 2.335 -0.542
H -1.997 -0.948 2.555
H -1.564 2.968 -2.094
H -3.281 -0.215 1.590
C 1.262 0.410 0.309
C 2.960 -0.758 1.369